47
Properties=species:S:1:pos:R:3:mulliken_charge:R:1 method="wB97M-V/def2-TZVPD" molar_mass_g_mol=362.38 e_above_lowest_ev=2.4068 e_lumo_ev="-2.70 / -2.70" total_charge=+1
Ca -0.104 0.172 -0.101 1.3727
P -0.653 -2.685 0.817 0.2763
C 0.201 -3.035 -0.729 -0.8698
C 0.400 -2.211 -1.976 0.3940
N 0.149 -0.900 -1.984 -0.4215
C 0.333 -0.147 -3.093 0.8347
C 0.734 -0.727 -4.310 -0.5444
C 1.027 -2.107 -4.315 -0.8529
C 0.854 -2.836 -3.130 -0.7226
C -0.015 1.364 -3.036 -1.2981
P 0.633 2.401 -1.637 0.5174
H 1.036 -3.904 -3.121 0.4788
H 0.759 -0.101 -5.216 0.3605
H 1.355 -2.578 -5.253 0.3609
H 0.330 1.870 -3.965 0.3503
H -1.120 1.466 -2.994 0.4186
H 1.071 -3.483 -0.457 0.6584
H -0.490 -3.976 -1.100 0.3148
H 6.024 -1.297 0.082 0.3067
O 5.288 -0.794 -0.342 -0.6317
H 5.067 -1.462 -1.118 0.3344
H 3.112 1.476 3.510 0.2441
O 2.486 1.320 2.792 -0.5353
H 3.524 1.280 2.576 0.3058
C 2.344 2.603 -2.253 -1.2656
H 2.328 2.953 -3.294 0.4133
H 2.894 3.319 -1.628 0.3969
H 2.865 1.638 -2.205 0.3156
C -0.098 4.024 -2.101 -1.1950
H -0.003 4.720 -1.258 0.3852
H 0.398 4.465 -2.979 0.3537
H -1.170 3.913 -2.317 0.3511
C -1.505 -4.175 1.402 -1.2822
H -0.775 -4.960 1.673 0.4181
H -2.155 -3.973 2.281 0.3812
H -2.144 -4.545 0.577 0.3954
C 0.568 -2.128 2.055 -1.0354
H 0.098 -1.688 2.957 0.3243
H 1.136 -3.022 2.384 0.4308
H 1.332 -1.408 1.672 0.4205
C -4.347 -0.901 1.065 -0.6793
O -3.375 -1.950 0.787 -0.3518
C -2.130 -1.494 0.788 0.8414
O -1.957 -0.257 0.801 -1.0747
H -4.242 -0.088 0.346 0.2656
H -4.170 -0.534 2.079 0.3047
H -5.315 -1.404 0.963 0.2338



47
Properties=species:S:1:pos:R:3:lowdin_spin:R:1 method="wB97M-V/def2-TZVPD" molar_mass_g_mol=385.85 s_squared=0.786 e_above_lowest_ev=2.9491 spin_multiplicity=2 e_lumo_ev="-2.91 / -5.00" total_charge=+1
Cu -0.138 -0.864 0.822 0.0036
P -2.187 -0.370 0.299 0.0658
C -2.505 1.339 -0.046 0.4788
C -1.461 2.223 0.355 0.0280
N -0.292 1.648 0.809 0.1048
C 0.820 2.325 1.074 0.0005
C 0.760 3.723 1.123 0.1286
C -0.432 4.372 0.790 -0.0086
C -1.536 3.641 0.375 0.1179
C 2.178 1.582 1.191 -0.0034
P 2.217 0.187 -0.009 0.0020
H -2.459 4.129 0.083 0.0042
H 1.670 4.221 1.444 0.0069
H -0.458 5.460 0.835 -0.0030
H 3.033 2.258 0.993 0.0000
H 2.289 1.143 2.202 -0.0017
H -0.809 2.566 -4.588 0.0000
H -3.482 1.743 -0.306 0.0230
H 1.280 -2.208 -3.618 0.0000
O -0.920 1.955 -5.315 0.0001
H -1.880 1.898 -5.408 0.0000
H 0.708 0.033 -0.109 0.0008
O 0.702 -2.968 -3.785 0.0000
H 0.072 -2.873 -3.020 0.0000
C 2.648 0.838 -1.642 -0.0001
H 3.459 1.579 -1.549 0.0000
H 2.931 -0.011 -2.289 0.0000
H 1.767 1.330 -2.078 -0.0001
C 3.482 -0.986 0.493 0.0006
H 3.509 -1.800 -0.237 0.0000
H 4.453 -0.473 0.513 0.0002
H 3.248 -1.409 1.473 0.0000
C -2.922 -0.872 1.897 0.0366
H -3.904 -0.406 2.023 0.0000
H -3.014 -1.964 1.910 0.0033
H -2.250 -0.593 2.720 0.0000
C -2.985 -1.356 -0.972 0.0068
H -2.643 -2.395 -0.891 0.0018
H -4.069 -1.271 -0.847 -0.0002
H -2.657 -0.958 -1.937 0.0008
C 0.277 -4.331 2.526 0.0000
C 0.203 -3.098 1.677 0.0004
O 0.035 -3.104 0.424 0.0012
O 0.334 -1.970 2.315 0.0004
H -0.035 -5.228 2.008 0.0000
H -0.339 -4.198 3.409 0.0000
H 1.300 -4.488 2.863 0.0000



46
Properties=species:S:1:pos:R:3:lowdin_spin:R:1 method="wB97M-V/def2-TZVPD" molar_mass_g_mol=701.15 s_squared=0.763 e_above_lowest_ev=0.7288 spin_multiplicity=2 e_lumo_ev="-7.14 / -7.49" total_charge=+2
I 0.299 -0.703 -5.150 0.0000
I -0.324 1.931 -4.432 0.0000
Yb 0.005 -0.471 -0.022 -0.0002
P -2.544 -0.172 -0.062 0.0002
C -3.367 1.373 0.332 0.0005
C -3.014 -0.722 -1.707 0.0001
H -4.102 -0.880 -1.621 0.0000
H -4.099 -1.563 0.993 0.0003
H -2.485 -1.662 -1.962 0.0000
H -2.486 -2.407 0.898 0.0000
H -3.048 2.135 -0.403 0.0000
H -2.737 0.053 -2.448 0.0000
C -3.012 -1.459 1.123 0.0023
H -4.435 1.110 0.283 0.0000
H -2.749 -1.175 2.159 0.0032
H -3.067 1.711 1.340 0.0006
P 2.545 -0.080 -0.053 0.0000
C 3.316 1.486 0.371 0.0000
C 3.057 -1.362 1.119 0.0003
H 2.548 -1.569 -1.959 0.0000
H 4.137 -0.731 -1.611 0.0000
H 2.742 0.148 -2.440 0.0000
C 3.044 -0.612 -1.695 0.0000
H 2.564 -2.328 0.895 0.0000
H 4.149 -1.423 0.997 0.0001
H 4.393 1.265 0.309 0.0000
H 2.989 1.805 1.379 0.0000
H 2.788 -1.097 2.157 0.0007
H 2.975 2.236 -0.369 0.0000
C -0.037 2.011 0.469 -0.0003
O -0.057 3.105 0.805 -0.0004
C -2.612 0.968 3.456 0.0510
C -1.234 0.398 3.625 0.3230
C -0.881 0.293 5.001 0.0854
C 0.478 0.195 5.055 0.1286
C 0.958 0.260 3.726 0.2777
C 2.452 0.468 3.723 0.0501
N -0.089 0.346 2.855 0.0131
H -3.038 0.920 4.483 -0.0007
H -3.329 0.408 2.846 0.0134
H -2.607 2.042 3.196 0.0164
H -1.604 0.430 5.800 0.0003
H 1.141 0.200 5.920 0.0017
H 2.638 1.289 4.449 0.0164
H 2.902 -0.408 4.244 0.0166
H 3.010 0.683 2.818 -0.0002



47
Properties=species:S:1:pos:R:3:lowdin_spin:R:1 method="wB97M-V/def2-TZVPD" molar_mass_g_mol=422.75 s_squared=3.777 spin_multiplicity=4 e_lumo_ev="-2.58 / -4.92" total_charge=+1
Pd -0.386 0.051 0.500 1.1464
P 0.895 -0.440 2.317 0.1180
P -0.849 -1.949 -0.262 0.3539
N 0.863 1.769 0.282 0.0870
N -0.585 0.528 -1.601 0.4024
H 1.578 2.845 -1.399 0.0023
H -1.159 2.454 -2.162 0.0129
H 0.151 3.537 -0.672 -0.0001
C 0.624 2.599 -0.948 0.0078
H 0.301 1.850 -2.950 0.0070
C -0.222 1.911 -1.986 0.0371
H 2.662 2.574 0.880 0.0026
H -1.110 -0.161 -3.493 0.0059
C 1.804 1.922 1.138 0.0045
C -0.982 -0.410 -2.435 0.0785
C 1.831 1.143 2.464 0.0157
C -1.213 -1.700 -1.967 0.3316
H 1.363 1.746 3.271 0.0000
H -1.534 -2.499 -2.629 0.0149
H 0.694 -2.664 -0.496 0.0380
H -1.750 -2.866 0.327 0.0490
H 2.005 -1.303 2.048 0.0172
H 0.563 -0.712 3.703 0.0162
H 1.765 -1.352 -2.238 0.0023
C 2.401 -2.137 -1.756 0.0065
C 2.764 -3.108 -2.849 0.0008
C 3.681 -1.421 -1.323 0.0034
O 1.786 -2.749 -0.582 0.0794
H 3.236 -2.615 -3.707 0.0001
H 3.450 -3.827 -2.408 0.0000
H 1.843 -3.595 -3.131 0.0000
H 3.512 -0.592 -0.638 0.0001
H 4.249 -2.184 -0.825 0.0002
H 4.278 -1.038 -2.154 0.0004
H 2.828 0.885 2.694 0.0030
C -5.372 2.238 -0.060 0.0012
N -3.997 2.133 0.381 0.0005
C -3.293 3.045 1.165 0.0046
C -2.043 2.538 1.375 0.0094
N -1.992 1.340 0.689 0.1291
C -3.164 1.115 0.103 0.0071
H -6.032 2.051 0.785 0.0000
H -5.569 3.237 -0.449 0.0002
H -5.545 1.492 -0.834 0.0001
H -3.710 3.968 1.518 0.0010
H -1.200 2.922 1.964 0.0005
H -3.441 0.239 -0.470 0.0011



56
Properties=species:S:1:pos:R:3:mulliken_charge:R:1 method="wB97M-V/def2-TZVPD" molar_mass_g_mol=497.27 e_lumo_ev=-1.38 smiles="C=CCC1=C(P(=N)(O)O)C(=O)OC1=O.COP(=O)(OC)OC.COP(=O)(OC)OC"
C 4.220 -0.797 1.005 -0.9418
C 3.496 -1.250 -0.070 -0.3269
C 2.121 -0.737 -0.437 0.5370
C 1.782 0.528 0.284 0.7107
C 0.610 0.812 0.862 -0.3502
P -0.882 -0.199 0.894 1.7295
N -2.172 0.663 0.909 -1.0099
O -0.925 -1.173 2.181 -0.5923
O -0.916 -1.031 -0.482 -0.6369
C 0.744 2.179 1.508 0.0593
O -0.058 2.991 1.820 -0.4873
O 2.117 2.316 1.704 -0.2819
C 2.637 1.769 0.536 0.0152
O 3.504 2.225 -0.127 -0.4825
H 4.002 -1.007 2.051 0.3046
H 5.131 -0.227 0.807 0.2640
H 3.919 -2.055 -0.676 0.3952
H 1.986 -0.693 -1.516 0.4086
H 1.407 -1.501 -0.083 -0.2278
H -1.938 1.649 0.931 0.2395
H -0.007 -1.281 2.475 0.3575
H -1.846 -1.014 -0.750 0.3250
C -1.281 -3.977 0.879 -0.5784
O -0.660 -5.180 1.325 -0.4246
P 0.780 -5.594 0.619 1.0873
O 1.210 -4.320 -0.022 -0.5990
O 0.053 -6.621 -0.427 -0.3461
C -0.992 -7.494 0.038 -0.7367
O 2.230 -6.406 0.511 -0.3535
C 2.298 -7.756 1.015 -0.6576
H -2.245 -3.903 1.384 0.3554
H -0.688 -3.120 1.157 0.2253
H -1.443 -4.006 -0.198 0.3026
H -1.961 -7.075 -0.226 0.2568
H -0.949 -7.642 1.116 0.3547
H -0.872 -8.460 -0.450 0.2843
H 1.914 -8.450 0.265 0.2552
H 1.737 -7.867 1.942 0.3119
H 3.341 -7.992 1.211 0.2487
C -4.114 6.395 -2.816 -0.6086
O -3.257 5.811 -1.841 -0.3750
P -2.232 6.814 -1.004 1.1911
O -2.803 8.159 -1.268 -0.6939
O -0.973 6.451 -1.990 -0.3646
C -0.753 5.090 -2.394 -0.6890
O -1.217 7.225 0.248 -0.4004
C -0.406 6.184 0.835 -0.5985
H -4.633 5.573 -3.309 0.2344
H -4.855 7.038 -2.348 0.2713
H -3.529 6.950 -3.549 0.3035
H -1.144 4.941 -3.400 0.2693
H -1.231 4.382 -1.717 0.3270
H 0.320 4.902 -2.393 0.2822
H 0.488 6.027 0.228 0.2628
H -0.961 5.252 0.924 0.2466
H -0.105 6.505 1.829 0.3467



| no. | total energy (eV) |
| --- | --- |
| 1 | -60589.5351 |
| 2 | -86793.1882 |
| 3 | -83731.7822 |
| 4 | -43957.4431 |
| 5 | -69872.7358 |